A single C8H11N3S molecule, computed with the ωB97M-V functional and the def2-TZVPD basis.

Last column: Löwdin charge in e.
Cartesian coordinates (Å):
C: -3.490 0.298 0.054  -0.77
C: -0.834 -0.899 -0.776  -0.50
C: -0.127 -0.564 0.630  -0.21
C: 1.275 -0.157 0.397  -0.25
C: 2.231 -1.244 0.438  -0.04
C: 3.550 -0.963 0.195  -0.13
C: 3.090 1.195 -0.263  -0.18
C: 1.704 1.111 0.038  -0.01
H: -2.432 1.479 -1.330  0.13
H: -3.432 2.329 -0.025  0.09
H: -4.581 -0.656 1.468  0.07
H: -0.568 0.034 -1.472  0.11
H: -0.423 -1.786 -1.201  0.04
H: -0.252 -1.459 1.338  0.14
H: -0.730 0.406 0.876  0.12
H: 2.203 -2.331 0.576  0.12
H: 4.259 -1.796 0.060  0.10
H: 3.382 2.255 -0.534  0.12
H: 1.121 1.932 -0.071  0.08
N: -2.894 1.516 -0.323  0.02
N: -4.431 0.265 0.941  0.04
N: 4.012 0.256 -0.377  0.06
S: -2.633 -1.222 -0.638  0.85

Values from the calculation:
Net charge   0
E_HOMO   -9.181 eV
SMILES   [H]/N=C(/N)SCCc1ccncc1
Multiplicity   1
HOMO-LUMO gap   9.7 eV
E_tot   -23778.0443 eV